{"formula": "C3H12N2O", "method": "wB97M-V/def2-TZVPD", "smiles": "C[C@@H](N)CN.O", "multiplicity": 1, "relative_energy_kcal_mol": 7.0, "homo_lumo_gap_ev": 9.89, "fmax_ev_per_a": 1.0, "energy_ev": -8333.018, "molar_mass_g_mol": 92.1, "e_homo_ev": -9.2, "elements": ["C", "C", "N", "C", "N", "H", "H", "H", "H", "H", "H", "H", "H", "H", "H", "O", "H", "H"], "coordinates": [[2.19844, -0.08724, 0.75072], [0.83219, -0.58014, 0.29248], [0.70549, -2.02606, 0.45962], [-0.32293, 0.20133, 0.90699], [-1.54361, 0.00055, 0.08314], [2.28957, 0.96604, 0.51292], [2.95852, -0.61790, 0.17312], [2.36072, -0.37197, 1.78790], [0.73094, -0.36962, -0.78378], [-0.01771, -2.25138, 1.13590], [0.38645, -2.46948, -0.39024], [-0.52626, -0.07591, 1.93837], [-0.08164, 1.25610, 0.93796], [-1.46789, 0.70950, -0.63948], [-2.33488, 0.31338, 0.63800], [-2.16347, 2.11013, -2.35996], [-1.35579, 1.58312, -2.35161], [-2.64812, 1.70956, -3.09205]], "atomic_forces_ev_per_a": [[-0.16, -0.78, -0.59], [-0.26, 0.19, -0.40], [-0.22, -0.35, 0.21], [-0.38, -0.16, -0.34], [0.39, 0.37, 0.53], [0.18, 0.32, 0.47], [0.01, 0.02, 0.03], [0.03, 0.47, 0.20], [0.24, 0.00, 0.06], [0.13, 0.11, 0.07], [0.07, 0.08, -0.09], [0.07, -0.36, 0.16], [0.35, 0.41, 0.07], [-0.39, -0.24, -0.07], [-0.12, -0.13, -0.13], [0.15, -0.31, -0.23], [0.08, 0.21, -0.04], [-0.17, 0.16, 0.09]]}

=====

{"formula": "C3H12N2O", "method": "wB97M-V/def2-TZVPD", "smiles": "CNCCN.O", "multiplicity": 1, "relative_energy_kcal_mol": 11.0, "homo_lumo_gap_ev": 9.72, "fmax_ev_per_a": 1.6, "energy_ev": -8332.847, "molar_mass_g_mol": 92.1, "e_homo_ev": -8.7, "elements": ["C", "N", "C", "C", "N", "H", "H", "H", "H", "H", "H", "H", "H", "H", "H", "O", "H", "H"], "coordinates": [[-1.18347, -1.42409, 1.76495], [-0.63953, -1.01483, 0.49537], [0.65617, -0.32278, 0.57127], [1.30494, -0.46630, -0.77021], [0.47669, 0.00025, -1.89949], [-2.06153, -2.06662, 1.72908], [-0.45102, -2.04360, 2.30773], [-1.38286, -0.57572, 2.45062], [-1.30188, -0.43131, 0.00762], [1.18551, -0.84133, 1.38203], [0.58637, 0.70853, 0.93147], [1.61471, -1.51506, -0.85749], [2.25782, 0.08697, -0.80780], [1.11400, 0.27736, -2.63427], [0.02530, -0.82079, -2.28580], [-0.45589, 2.76765, -0.03860], [-0.06525, 2.08951, -0.60707], [-1.26932, 3.08915, -0.41333]], "atomic_forces_ev_per_a": [[0.57, 0.12, 1.37], [-0.11, -0.10, -0.24], [-1.05, -0.50, 0.89], [1.62, 0.00, -0.16], [0.25, -0.35, 0.23], [-0.20, 0.25, -0.53], [0.03, 0.16, -0.29], [-0.17, -0.19, -0.19], [-0.09, 0.08, -0.12], [0.43, -0.01, -0.50], [-0.19, 0.18, -0.24], [-0.26, 0.00, -0.24], [-0.30, 0.06, 0.19], [-0.01, 0.24, -0.08], [-0.43, 0.13, 0.08], [0.70, -0.07, 0.60], [-0.51, 0.12, -0.27], [-0.27, -0.11, -0.49]]}

=====

{"formula": "C3H12N2O", "method": "wB97M-V/def2-TZVPD", "multiplicity": 1, "relative_energy_kcal_mol": 123.0, "homo_lumo_gap_ev": 8.42, "fmax_ev_per_a": 2.9, "energy_ev": -8327.990, "molar_mass_g_mol": 92.1, "e_homo_ev": -7.5, "elements": ["C", "C", "C", "N", "H", "H", "H", "H", "H", "H", "H", "H", "H", "N", "O", "H", "H", "H"], "coordinates": [[-0.26546, 0.54026, -0.67780], [-0.08813, 0.62528, -2.15829], [0.28349, -1.54170, -0.27766], [0.43577, 1.35462, 0.12179], [-1.27439, 0.35086, -0.33053], [-0.01222, 1.60158, 1.02604], [1.38187, 1.58536, -0.15512], [-0.67229, 1.46216, -2.55711], [0.96000, 0.76506, -2.43157], [-0.44754, -0.28651, -2.63587], [1.11189, -1.51121, -0.99167], [-0.58743, -1.92798, -0.81501], [0.61399, -2.37812, 0.34954], [-0.02391, -0.55349, 2.33619], [-0.69878, 0.77918, 2.50193], [-0.06646, 1.26371, 3.05443], [-0.79580, -1.19369, 2.54534], [0.14542, -0.93538, 1.09537]], "atomic_forces_ev_per_a": [[0.20, -0.76, 1.08], [0.20, -0.57, -0.12], [-0.06, -0.03, -1.62], [-0.56, 0.51, -0.34], [0.05, 0.12, -0.01], [0.92, -0.54, -0.56], [-0.35, 0.18, 0.40], [0.09, -0.04, 0.21], [-0.05, 0.03, 0.03], [0.04, 0.05, -0.01], [-0.03, 0.24, -0.15], [0.00, -0.05, 0.00], [-0.16, 0.18, 0.59], [0.00, -0.38, -1.69], [0.44, -0.59, -0.22], [-0.22, -0.46, 0.04], [0.05, 0.29, 0.26], [-0.55, 1.82, 2.13]]}

=====

{"formula": "C3H12N2O", "method": "wB97M-V/def2-TZVPD", "smiles": "C=C.NCO.N", "multiplicity": 1, "relative_energy_kcal_mol": 57.8, "homo_lumo_gap_ev": 10.20, "fmax_ev_per_a": 4.4, "energy_ev": -8330.817, "molar_mass_g_mol": 92.1, "e_homo_ev": -9.4, "elements": ["C", "C", "H", "H", "H", "H", "N", "C", "O", "H", "H", "H", "H", "H", "N", "H", "H", "H"], "coordinates": [[-2.26847, 1.59486, -0.92468], [-2.27052, 0.49421, -1.72113], [-2.75721, 2.45859, -1.22979], [-1.62570, 1.36596, -0.04439], [-2.86167, 0.37679, -2.61132], [-1.97110, -0.40172, -1.20195], [1.35570, -1.67494, -0.50219], [1.49308, -0.26972, -0.69482], [0.44665, 0.55815, 0.13015], [1.62302, -2.04928, 0.33924], [0.36772, -2.01214, -0.60648], [2.50978, 0.11970, -0.56097], [1.19119, 0.07688, -1.72801], [-0.19926, -0.09243, 0.57410], [0.85041, -0.38266, 2.85978], [0.01156, -0.13119, 3.47861], [1.57513, 0.43477, 2.75457], [1.39594, -1.12412, 3.33591]], "atomic_forces_ev_per_a": [[1.67, -3.98, -0.60], [-1.17, 1.19, 1.80], [-0.43, 1.74, -0.02], [-0.95, 1.47, -0.42], [0.05, 0.14, -0.40], [0.64, -0.42, -0.54], [-2.08, 0.43, -2.70], [-2.85, 1.34, -0.17], [0.59, -2.00, -0.08], [1.26, -0.42, 2.52], [1.30, 0.73, -0.38], [-0.38, -0.26, 0.74], [0.38, -0.96, 0.90], [2.05, 1.19, -0.87], [0.94, 1.16, 1.06], [2.08, -0.17, -1.07], [-2.38, -1.80, 0.39], [-0.71, 0.59, -0.16]]}

=====

{"formula": "C3H12N2O", "method": "wB97M-V/def2-TZVPD", "smiles": "NCCCN.O", "multiplicity": 1, "relative_energy_kcal_mol": 34.8, "homo_lumo_gap_ev": 9.94, "fmax_ev_per_a": 3.5, "energy_ev": -8331.815, "molar_mass_g_mol": 92.1, "e_homo_ev": -9.2, "elements": ["N", "C", "C", "C", "N", "H", "H", "H", "H", "H", "H", "H", "H", "H", "H", "O", "H", "H"], "coordinates": [[1.34251, -2.98983, 0.65176], [0.12005, -1.96563, 0.69306], [-0.12784, -1.18729, -0.69463], [0.02924, 0.36305, -0.42825], [-0.54000, 1.21661, -1.45817], [2.25797, -2.54376, 0.41963], [1.50602, -3.20376, 1.67190], [0.30834, -1.27118, 1.54642], [-0.80479, -2.46644, 1.15541], [0.38769, -1.60145, -1.55590], [-1.26291, -1.45988, -0.89599], [1.09287, 0.58666, -0.19741], [-0.51267, 0.60731, 0.51073], [-1.52193, 0.95047, -1.73366], [-0.58443, 2.16545, -1.23197], [-0.62102, 4.18985, 0.92214], [-0.57717, 3.57980, 0.15515], [-0.49193, 5.03002, 0.46978]], "atomic_forces_ev_per_a": [[-0.94, 1.10, 1.55], [1.48, -0.49, 0.53], [-2.88, -0.32, 2.03], [-0.70, -0.73, 0.91], [-1.02, -2.03, -1.90], [-1.33, 0.14, -0.13], [-0.37, -0.05, -1.37], [0.22, 0.21, -0.97], [1.31, 0.01, -1.50], [0.50, 0.14, 0.22], [2.06, 0.99, 0.07], [-0.50, 0.02, -0.60], [0.38, -0.63, -0.06], [1.58, 0.09, 0.61], [0.20, 1.49, 0.52], [0.10, -0.49, -1.14], [-0.09, 0.26, 0.93], [-0.01, 0.28, 0.29]]}

=====

{"formula": "C3H12N2O", "method": "wB97M-V/def2-TZVPD", "smiles": "CCNCN.O", "multiplicity": 1, "relative_energy_kcal_mol": 24.1, "homo_lumo_gap_ev": 10.13, "fmax_ev_per_a": 3.4, "energy_ev": -8332.279, "molar_mass_g_mol": 92.1, "e_homo_ev": -9.2, "elements": ["C", "C", "N", "C", "N", "H", "H", "H", "H", "H", "H", "H", "H", "H", "H", "O", "H", "H"], "coordinates": [[0.58207, 2.58987, -0.71641], [0.87314, 1.13193, -0.21020], [-0.30681, 0.24123, 0.03174], [-0.48985, -0.71018, -1.11455], [-1.78346, -1.33311, -1.17402], [0.73269, 2.79076, -1.73802], [1.30438, 3.26294, -0.23206], [-0.44344, 2.98295, -0.44853], [1.73187, 0.66851, -0.77185], [1.31720, 1.25141, 0.82709], [-1.14976, 0.80818, 0.07078], [0.33646, -1.43003, -0.96080], [-0.30823, -0.15629, -2.01284], [-1.99556, -1.79778, -0.31861], [-2.66730, -0.78741, -1.23103], [0.95689, -1.82874, 2.80735], [1.75082, -2.07940, 2.44548], [0.57554, -1.31049, 2.15453]], "atomic_forces_ev_per_a": [[-0.45, -0.01, 1.74], [0.47, 0.74, 1.91], [0.54, -0.16, -1.09], [0.03, 0.86, 1.23], [-1.14, -0.18, 0.10], [-0.02, -0.29, -1.56], [-0.24, -0.16, 0.09], [1.01, -0.67, -0.11], [-1.28, 0.07, 0.14], [-0.35, 0.07, -1.11], [0.20, 0.13, 0.06], [-0.75, -0.13, -0.45], [0.05, 0.09, -0.93], [0.48, -0.93, 0.78], [1.53, 0.46, -0.70], [-1.59, -0.60, 2.98], [3.03, -1.08, -1.11], [-1.52, 1.79, -1.98]]}

=====

{"formula": "C3H12N2O", "method": "wB97M-V/def2-TZVPD", "smiles": "CNON.CC", "multiplicity": 1, "relative_energy_kcal_mol": 79.2, "homo_lumo_gap_ev": 10.71, "fmax_ev_per_a": 1.3, "energy_ev": -8329.887, "molar_mass_g_mol": 92.1, "e_homo_ev": -9.7, "elements": ["C", "N", "O", "N", "H", "H", "H", "H", "H", "H", "C", "C", "H", "H", "H", "H", "H", "H"], "coordinates": [[-1.37870, 0.03426, 2.22830], [-0.11231, -0.40103, 1.67158], [-0.26425, -1.09164, 0.39964], [-1.00549, -2.31420, 0.41713], [-1.19713, 0.39716, 3.23829], [-2.13130, -0.76025, 2.29399], [-1.77600, 0.82846, 1.59742], [0.31964, -1.09175, 2.28557], [-1.81399, -2.18763, -0.18673], [-0.40499, -3.02747, 0.01027], [1.87297, 1.43954, -1.43810], [0.57197, 0.97040, -2.07250], [2.52798, 0.60352, -1.20403], [2.41829, 2.07771, -2.13263], [1.66072, 1.95843, -0.48068], [0.01710, 1.80740, -2.49387], [-0.06344, 0.54215, -1.30008], [0.75893, 0.21495, -2.83358]], "atomic_forces_ev_per_a": [[-0.38, -0.33, -0.40], [0.04, -1.24, -0.53], [0.08, 0.57, 0.03], [-0.14, 0.16, 0.95], [0.09, 0.16, -0.05], [0.10, -0.06, -0.02], [0.00, 0.12, 0.14], [-0.09, 0.06, -0.09], [0.21, 0.17, 0.00], [0.08, 0.33, 0.02], [-0.13, 0.17, 0.36], [-0.10, 0.01, 0.42], [-0.01, -0.14, 0.08], [0.08, 0.22, 0.20], [0.29, -0.06, -0.64], [0.05, 0.01, -0.22], [-0.03, -0.22, -0.11], [-0.13, 0.05, -0.15]]}

=====

{"formula": "C3H12N2O", "method": "wB97M-V/def2-TZVPD", "smiles": "CCO.NCN", "multiplicity": 1, "relative_energy_kcal_mol": 8.3, "homo_lumo_gap_ev": 10.05, "fmax_ev_per_a": 0.4, "energy_ev": -8332.964, "molar_mass_g_mol": 92.1, "e_homo_ev": -9.2, "elements": ["C", "C", "O", "H", "H", "H", "H", "H", "H", "N", "C", "N", "H", "H", "H", "H", "H", "H"], "coordinates": [[1.61824, -1.09536, 1.64592], [1.02633, -2.04521, 0.62670], [1.37021, -1.60610, -0.68419], [1.18410, -0.09576, 1.59683], [1.48285, -1.48191, 2.65602], [2.69053, -0.99648, 1.46106], [-0.05316, -2.14867, 0.74110], [1.44558, -3.04934, 0.78425], [0.59692, -1.66087, -1.25445], [-1.59149, 2.69148, -0.00724], [-1.72448, 1.56641, -0.91667], [-0.75233, 0.47585, -0.82732], [-1.66745, 2.40917, 0.96198], [-0.69880, 3.15235, -0.11843], [-2.71713, 1.13744, -0.78251], [-1.68073, 1.95376, -1.93368], [0.18779, 0.84357, -0.98355], [-0.73037, 0.10693, 0.11769]], "atomic_forces_ev_per_a": [[0.16, -0.01, 0.02], [0.28, -0.27, -0.08], [-0.03, -0.01, 0.03], [-0.08, -0.03, -0.07], [-0.02, -0.01, 0.04], [-0.06, -0.01, 0.03], [-0.14, 0.15, -0.01], [-0.04, 0.12, -0.01], [-0.01, 0.10, 0.06], [-0.05, 0.01, 0.02], [0.04, -0.13, 0.00], [0.25, 0.31, 0.05], [-0.03, -0.06, -0.01], [0.07, 0.04, -0.04], [-0.03, 0.01, 0.04], [-0.01, 0.02, -0.03], [-0.21, -0.20, -0.05], [-0.09, -0.04, 0.01]]}